{
  "formula": "C7H11N4O3P",
  "method": "the ωB97M-V functional and the def2-TZVPD basis",
  "gap_ev": [5.76, 7.69],
  "e_tot_ha": -1059.28016,
  "multiplicity": 1,
  "lumo_energy_ev": [-2.332, -1.858],
  "charge": 0,
  "de_lowest_kcal_mol": 88.8,
  "elements": ["C", "C", "C", "C", "C", "C", "C", "N", "N", "N", "N", "O", "O", "O", "P", "H", "H", "H", "H", "H", "H", "H", "H", "H", "H", "H"],
  "xyz": [[-0.0064, 2.3017, -2.0783], [1.1651, 2.4053, -1.2818], [-1.1787, 1.6070, -1.5228], [1.2230, 1.8313, -0.0159], [-1.1039, 1.2258, -0.2025], [0.0631, 1.3093, 0.5533], [-0.0313, 0.8503, 1.8457], [-0.4329, -3.0349, -1.2651], [1.3615, -2.7438, 0.6130], [-0.9804, -1.4178, 0.8388], [1.0217, 0.3918, 2.7559], [2.1078, 0.8341, 2.7881], [0.5702, -0.4496, 3.5827], [0.8725, -0.8270, -1.0708], [0.2634, -1.8607, -0.1935], [0.0274, 2.7416, -3.0671], [2.0571, 2.8452, -1.6992], [-2.0846, 1.2822, -1.9061], [2.1452, 1.7962, 0.5485], [-1.9520, 0.5837, 0.2702], [-1.0088, 0.5846, 2.2053], [-0.5974, -2.6976, -2.2293], [-1.3455, -3.3312, -0.8838], [2.2795, -2.3975, 0.4699], [1.1204, -3.5783, 1.2138], [-0.7413, -1.7091, 1.8000]],
  "atomic_forces_ev_per_a": [[-0.7929, -0.8882, 1.4617], [-1.0931, -0.7295, -0.3245], [3.2826, 1.2595, 1.5333], [0.4071, 0.6319, -0.6257], [-2.1683, -1.1669, -0.0687], [0.9863, 0.9787, 0.0944], [-0.0072, -1.5497, 0.6913], [-1.3288, 0.6338, 0.7503], [-0.7643, -1.1070, 1.6541], [0.1662, -0.3032, 0.6607], [-4.2210, -1.2721, 1.2045], [2.6443, 0.9947, -0.5162], [0.7654, 0.7090, -1.0325], [-0.0067, -0.2213, 1.0889], [-0.2232, -1.0821, -3.2530], [-0.2755, -0.2193, -0.0311], [0.0061, 0.1252, -0.0961], [-1.3452, 0.1648, -1.9163], [-0.0161, 0.1847, -0.0646], [1.4286, 1.6101, -1.0690], [0.0752, -0.0040, 0.4350], [0.2566, 0.0606, 0.9737], [0.5363, -0.1290, -0.4582], [0.9772, -0.3726, 0.3240], [0.8917, 1.6758, -1.1526], [-0.1813, 0.0162, -0.2637]]
}

{
  "formula": "C7H11N4S",
  "method": "the ωB97M-V functional and the def2-TZVPD basis",
  "gap_ev": [7.51, 7.43],
  "e_tot_ha": -890.12911,
  "multiplicity": 1,
  "lumo_energy_ev": [-4.575, -4.862],
  "charge": 1,
  "de_lowest_kcal_mol": 103.6,
  "elements": ["C", "C", "C", "C", "C", "C", "C", "N", "N", "N", "N", "S", "H", "H", "H", "H", "H", "H", "H", "H", "H", "H", "H"],
  "xyz": [[-3.6417, -0.6130, -0.4622], [-2.7294, 0.3476, -0.8414], [-1.9913, -0.9820, 0.8003], [1.0107, -0.9127, -0.5081], [2.1169, 0.7408, 0.3483], [2.9389, -0.4780, 0.5507], [-0.5013, 0.9340, 0.1847], [-3.1728, -1.3692, 0.5483], [-1.6424, 0.1668, -0.0226], [0.7508, 0.2532, 0.0678], [2.2280, -1.4042, -0.3185], [-0.3881, 2.6190, -0.5997], [-4.6874, -0.7199, -0.8022], [-2.7670, 1.0577, -1.5354], [-1.4590, -1.2704, 1.6495], [0.2914, -1.5324, -1.1730], [1.9723, 1.4046, 1.2603], [2.4884, 1.3421, -0.4942], [4.0323, -0.3317, 0.4193], [2.7928, -0.8908, 1.5465], [-0.5765, 1.5890, 2.1036], [2.6804, -1.9895, -0.9957], [0.2540, 2.0390, -1.7265]],
  "atomic_forces_ev_per_a": [[-1.1322, 1.4412, -1.3891], [-0.8537, -2.9967, 2.6327], [0.2286, 2.1373, -1.0335], [-2.1786, -2.3378, -1.8666], [-0.5921, 3.6249, 2.2034], [0.7347, -0.3615, 1.2890], [0.1042, 2.6105, 1.6416], [-0.3183, -1.1197, 0.3122], [0.7998, -1.9920, 1.2966], [0.8975, -2.1487, -0.8501], [-0.4089, 0.9481, -0.7967], [0.6045, -2.2919, -0.7061], [0.9774, 0.0169, -0.0071], [-0.1441, 2.7792, -2.6211], [1.2099, -0.2891, 0.9787], [0.9560, 1.3666, 1.4554], [0.7761, -0.6881, -1.0598], [-0.3173, -0.0331, 0.2085], [-0.9033, -0.2434, -0.4640], [0.2088, 0.1573, 0.3358], [0.2490, -0.9786, -2.5408], [-0.0780, -0.5521, -0.0473], [-0.8197, 0.9507, 1.0283]]
}

{
  "formula": "C7H11NO",
  "method": "the ωB97M-V functional and the def2-TZVPD basis",
  "gap_ev": [7.01, 8.20],
  "e_tot_ha": -403.00282,
  "multiplicity": 1,
  "lumo_energy_ev": [-1.161, -1.142],
  "charge": 0,
  "de_lowest_kcal_mol": 207.8,
  "elements": ["C", "O", "C", "C", "H", "H", "H", "H", "C", "C", "N", "C", "C", "H", "H", "H", "H", "H", "H", "H"],
  "xyz": [[-1.6349, -1.1643, 0.4280], [-1.9077, -1.4286, -0.9218], [0.6730, -0.6146, -1.5688], [1.6338, -0.5921, -2.3256], [-1.0504, -1.3314, -1.4082], [-0.9469, -1.9084, 0.8524], [-2.5688, -1.2129, 0.9807], [2.4007, -0.6534, -3.0630], [0.7146, 1.7407, -0.0234], [1.2754, -0.4009, 1.0742], [0.3172, 0.3666, 0.2568], [-1.0393, 0.2533, 0.5423], [-1.8180, 1.3195, 0.8448], [0.1354, 2.3497, 0.6976], [1.7896, 1.8553, 0.0790], [0.4046, 2.0219, -1.0243], [1.2981, 0.0480, 2.0711], [2.2530, -0.3621, 0.6029], [0.9648, -1.4368, 1.1484], [-2.8942, 1.1507, 0.7570]],
  "atomic_forces_ev_per_a": [[0.1218, 0.4921, -0.2320], [0.0750, -0.1697, -0.0779], [0.3524, -0.0816, -0.4474], [-0.2740, 0.0480, 0.2778], [-0.3574, -0.0051, 0.2136], [-0.0900, 0.1485, 0.0125], [-0.0546, 0.0088, 0.0176], [0.0094, 0.0073, 0.0099], [-0.3679, 0.1379, 0.4074], [-0.3645, 0.3402, 0.1206], [1.1407, -0.0856, -0.3763], [-0.8980, 0.6903, 0.7112], [0.0973, -2.3959, -0.7414], [0.5645, 0.1652, -0.1485], [-0.0446, 0.0409, 0.0506], [-0.0065, -0.0681, -0.0861], [0.1161, -0.0648, 0.0474], [-0.0519, 0.0461, -0.0161], [0.0106, 0.0039, -0.0322], [0.0214, 0.7414, 0.2896]]
}

{
  "formula": "C7H11NO",
  "method": "the ωB97M-V functional and the def2-TZVPD basis",
  "gap_ev": 9.46,
  "e_tot_ha": -403.14791,
  "multiplicity": 1,
  "lumo_energy_ev": 0.999,
  "charge": 0,
  "de_lowest_kcal_mol": 116.7,
  "elements": ["C", "C", "C", "C", "C", "C", "C", "H", "H", "H", "H", "H", "H", "H", "H", "H", "H", "H", "N", "O"],
  "xyz": [[-2.1221, 0.8063, -0.6972], [-1.3118, -1.3318, 0.3175], [-0.1017, -0.7709, -0.3663], [2.1106, -0.4337, -0.2219], [1.9519, 0.8926, -0.0588], [0.7370, 1.5590, 0.2726], [-0.2267, 0.3135, 0.6432], [-1.9323, 0.2927, -1.7580], [-3.1742, 0.5334, -0.6225], [-2.2271, 1.9169, -0.7571], [-2.2790, -1.7070, -0.1616], [-0.8688, -1.8331, 1.3888], [-0.2848, -0.4680, -1.3427], [3.1562, -0.8611, -0.5202], [2.8487, 1.4770, -0.2119], [0.7516, 2.2186, 1.0810], [0.2556, 2.0721, -0.6345], [0.0267, -0.0489, 1.6559], [-1.6419, 0.1995, 0.5862], [1.1247, -1.3999, -0.1943]],
  "atomic_forces_ev_per_a": [[-2.9182, -1.3262, -1.1706], [-1.9094, 0.2984, 2.1653], [1.3484, -1.1558, 2.5970], [1.9431, -0.5635, -0.8910], [2.4469, -1.5338, -0.6253], [-4.9957, -1.3704, -1.4029], [2.7907, 2.6530, 0.0431], [0.4655, 1.3490, 2.1732], [-0.4903, 0.1510, -0.1941], [1.0316, -0.8799, 0.2976], [1.8336, -0.5265, 0.5266], [-1.9678, 1.1195, -3.0471], [0.1539, 0.4478, -1.6738], [-2.1984, 0.7093, 0.7686], [0.1529, -0.0014, 0.0767], [0.3705, 1.2731, 1.2048], [0.7717, -0.3639, 1.1895], [0.5580, 0.0996, -0.4911], [-1.0790, 0.2272, -0.8075], [1.6920, -0.6064, -0.7389]]
}

{
  "formula": "C7H11NO",
  "method": "the ωB97M-V functional and the def2-TZVPD basis",
  "gap_ev": [7.50, 7.65],
  "e_tot_ha": -403.15169,
  "multiplicity": 1,
  "lumo_energy_ev": [0.199, 0.273],
  "charge": 0,
  "de_lowest_kcal_mol": 114.4,
  "elements": ["C", "C", "C", "C", "C", "C", "C", "N", "O", "H", "H", "H", "H", "H", "H", "H", "H", "H", "H", "H"],
  "xyz": [[3.0944, 0.0072, 0.1094], [0.4693, 0.4473, 0.1097], [2.4220, 1.5378, -0.5824], [-1.7979, 0.4018, -0.7663], [-1.4059, -0.1922, 1.5937], [-0.4742, -1.7090, -0.1864], [-0.7812, -0.2112, 0.1892], [1.0778, 1.3097, -0.4553], [3.9239, -0.4824, -0.5719], [2.8184, 2.4308, -0.0214], [2.6715, 1.5151, -1.6495], [-2.2077, 1.4720, -0.5240], [-1.2785, 0.4376, -1.8119], [-2.7533, -0.2519, -0.7122], [-2.1262, -1.0731, 1.7764], [-1.9471, 0.7761, 1.9541], [-0.6534, -0.2865, 2.4639], [0.2080, -1.6771, -1.0086], [-1.3689, -2.2715, -0.5928], [0.1092, -2.1806, 0.6864]],
  "atomic_forces_ev_per_a": [[0.5382, -0.3770, -1.5147], [1.8594, 0.5938, -0.2444], [0.6618, 1.3651, -0.2154], [-1.4075, 0.7245, -1.7117], [-0.4813, 0.1999, 3.4735], [0.0073, -0.1527, 0.7311], [-2.6216, -1.2040, 1.1690], [0.0209, -0.3179, 0.9398], [-1.0726, 0.4101, 1.3477], [-0.5399, -0.8300, -0.7002], [0.4080, 0.1320, 0.3536], [1.3016, -1.8741, -0.1725], [-1.4922, -0.1441, 1.5803], [1.6193, 0.8903, -0.5955], [0.9790, 1.3876, -0.6480], [0.7400, -1.4931, -1.3444], [-0.6598, -0.1894, -1.5906], [0.6103, -0.1373, -0.6254], [0.7919, 0.6016, 1.1172], [-1.2629, 0.4147, -1.3493]]
}

{
  "formula": "C7H11NO",
  "method": "the ωB97M-V functional and the def2-TZVPD basis",
  "gap_ev": [6.41, 7.64],
  "e_tot_ha": -403.08533,
  "multiplicity": 1,
  "lumo_energy_ev": [0.277, 0.568],
  "charge": 0,
  "de_lowest_kcal_mol": 156.0,
  "elements": ["C", "C", "C", "C", "N", "C", "O", "C", "C", "H", "H", "H", "H", "H", "H", "H", "H", "H", "H", "H"],
  "xyz": [[-0.1278, -0.8836, -1.0892], [-1.5210, -0.8140, -1.5618], [-0.0796, 2.1014, 1.4749], [0.3615, 0.1620, -0.1200], [1.7322, 0.5530, -0.2753], [-0.5595, 1.1158, 0.4573], [0.7454, -1.5244, -1.9076], [0.1789, -1.2576, 0.7597], [0.2453, -2.0183, 1.6928], [1.6215, -1.5689, -1.4910], [1.8656, 1.3863, -0.8264], [2.4193, -0.1554, -0.4845], [-1.5570, 0.7407, 0.6527], [-1.7517, -1.5980, -2.2773], [-1.6406, 0.2086, -1.9718], [-2.2634, -0.8577, -0.7548], [0.9455, 2.4420, 1.3253], [-0.6994, 2.9994, 1.4295], [-0.1446, 1.7081, 2.5001], [0.2293, -2.7395, 2.4673]],
  "atomic_forces_ev_per_a": [[0.3093, 0.2503, 2.0006], [-0.4691, 0.2124, 0.2593], [0.0238, 0.2021, 0.0189], [-0.4825, 0.0296, -0.6033], [0.1421, 0.2463, 0.6747], [0.9580, -0.4594, -0.0260], [0.0507, -0.1904, 0.1907], [-0.0142, 0.7011, -2.3155], [-0.0637, -0.5399, 0.6775], [-0.3439, 0.1029, -0.2607], [-0.1539, -0.0927, -0.0843], [-0.1993, 0.0679, 0.0832], [-0.0994, 0.1120, -0.4063], [0.0495, 0.0961, -0.1446], [-0.0427, -0.2938, -0.1948], [0.3671, -0.1352, -0.0799], [-0.0023, -0.2143, -0.1036], [-0.1100, -0.0214, 0.1320], [-0.0108, 0.0012, -0.0268], [0.0913, -0.0748, 0.2088]]
}